77
Properties=species:S:1:pos:R:3 method="wB97M-V/def2-TZVPD" e_homo_ev=-9.9 homo_lumo_gap_ev=3.7913 charge=+1 energy_ha=-1625.483020
Sr 0.811 -5.781 2.550
C 0.253 -2.112 -0.232
C 0.347 -3.351 0.640
O 1.446 -3.843 0.921
O -0.657 -3.850 1.156
H -0.046 -1.268 0.390
H -0.371 -2.288 -1.108
H 1.254 -1.891 -0.602
C 2.233 -0.510 2.342
O 3.607 -0.291 2.021
H 1.547 -0.191 1.558
H 2.150 -1.580 2.534
H 1.952 -0.029 3.279
H 3.891 -1.017 1.461
C 2.440 0.452 -1.784
O 1.566 0.440 -2.922
H 3.137 1.279 -1.650
H 1.988 0.391 -0.794
H 3.048 -0.452 -1.811
H 0.671 0.187 -2.684
C 0.568 -5.262 -2.983
O 1.285 -6.135 -2.087
H 0.111 -4.509 -2.342
H 1.325 -4.888 -3.672
H -0.301 -5.782 -3.388
H 0.712 -6.463 -1.390
O 1.219 -2.140 -4.031
H 0.361 -2.439 -3.729
H 1.175 -1.186 -3.972
O -3.272 -3.922 0.435
H -3.327 -3.080 -0.016
H -2.411 -3.915 0.853
O 3.239 -4.543 -0.891
H 2.639 -5.072 -1.417
H 2.734 -4.311 -0.111
O -3.382 -1.440 -0.596
H -2.729 -1.218 -1.259
H -3.902 -0.643 -0.496
O -1.097 0.076 -2.727
H -1.547 -0.683 -3.099
H -1.362 0.808 -3.283
O -2.427 -2.430 3.485
H -3.067 -1.742 3.302
H -2.114 -2.702 2.622
O 4.568 -2.331 0.693
H 4.169 -3.074 0.239
H 5.429 -2.236 0.284
C -1.683 1.167 1.956
C -1.105 2.603 1.753
C 0.297 2.375 1.218
C 1.035 3.593 0.629
C 0.167 4.140 -0.505
C -1.287 4.451 -0.150
N -1.899 3.263 0.591
O -3.255 3.411 0.910
C -1.355 5.814 0.650
C -1.926 4.660 -1.564
C -1.119 3.435 3.065
H -0.895 0.525 2.349
H -1.900 0.692 0.999
H -2.519 1.155 2.656
H 0.768 1.866 2.060
H 0.304 1.601 0.451
H 2.019 3.319 0.251
H 1.174 4.336 1.415
H 0.177 3.377 -1.283
H 0.603 5.061 -0.891
H -1.109 6.675 0.028
H -2.337 5.993 1.087
H -0.716 5.871 1.531
H -1.327 5.358 -2.150
H -2.076 3.748 -2.141
H -2.958 4.987 -1.431
H -2.120 3.718 3.393
H -0.488 4.323 3.017
H -0.666 2.833 3.852
H -3.664 2.614 0.565

72
Properties=species:S:1:pos:R:3 method="wB97M-V/def2-TZVPD" e_homo_ev="0.4 / -7.3" homo_lumo_gap_ev="1.8577 / 9.4845" charge=-1 energy_ha=-1314.463756 spin_multiplicity=2 de_lowest_kcal_mol=5.17
O 18.032 11.273 -5.441
H 17.722 10.513 -4.949
H 18.362 11.874 -4.773
O 19.052 12.549 -3.193
H 19.166 13.499 -3.201
H 19.116 12.307 -2.269
O 21.737 16.990 -2.653
H 22.510 17.241 -2.147
H 21.392 17.816 -2.991
C 22.608 13.077 -6.227
C 21.641 11.866 -6.241
O 20.359 12.462 -6.612
H 23.568 12.750 -5.828
H 22.218 13.942 -5.690
H 22.946 13.436 -7.199
H 21.533 11.498 -5.220
H 21.874 11.086 -6.966
H 19.647 11.847 -6.422
C 15.473 15.328 -1.987
C 14.181 15.437 -1.157
O 14.160 16.354 -0.009
H 15.756 16.339 -2.277
H 15.334 14.657 -2.835
H 16.315 14.992 -1.383
H 13.896 14.469 -0.744
H 13.364 15.590 -1.862
H 14.593 15.951 0.747
C 21.765 13.869 0.354
C 20.840 13.479 -0.740
O 19.620 14.163 -0.512
H 22.643 13.225 0.332
H 21.334 13.801 1.353
H 22.081 14.902 0.205
H 20.636 12.409 -0.720
H 21.216 13.739 -1.729
H 19.578 14.859 -1.172
C 15.386 18.241 -4.928
C 16.583 18.847 -4.340
O 16.974 19.965 -5.082
H 14.460 18.813 -4.890
H 15.154 17.266 -4.499
H 15.642 17.931 -5.942
H 17.459 18.201 -4.390
H 16.521 19.039 -3.269
H 16.372 20.689 -4.890
C 13.635 14.472 -5.348
C 12.823 14.645 -6.591
O 13.106 15.984 -7.066
H 13.196 13.668 -4.758
H 13.488 15.245 -4.594
H 14.704 14.287 -5.456
H 11.772 14.551 -6.318
H 13.090 13.904 -7.344
H 12.640 16.625 -6.524
C 15.885 13.671 -8.988
C 16.288 12.581 -7.981
O 17.169 13.099 -7.070
H 16.069 14.639 -8.522
H 14.878 13.567 -9.393
H 16.544 13.764 -9.851
H 16.791 11.724 -8.427
H 15.405 12.174 -7.489
H 17.556 12.380 -6.565
C 17.923 15.149 -4.834
C 19.458 15.264 -4.673
O 19.664 15.286 -3.293
H 17.546 14.180 -4.507
H 17.574 15.281 -5.858
H 17.340 15.807 -4.190
H 19.712 16.221 -5.128
H 20.198 14.562 -5.057
H 20.547 15.609 -3.101

79
Properties=species:S:1:pos:R:3 method="wB97M-V/def2-TZVPD" e_homo_ev=-9.4 homo_lumo_gap_ev=9.8432 energy_ha=-1609.885223 de_lowest_kcal_mol=79.85 smiles="NC(N)=O.NC(N)=O.CCO.CCO.CCO.CO.CO.CO.CO.CO.CO"
N -2.023 -0.592 2.585
C -1.291 0.430 2.881
N -1.896 1.225 3.689
O -0.035 0.529 2.373
H -1.615 -1.387 2.029
H -3.041 -0.687 2.710
H -1.392 2.112 3.874
H -2.853 1.363 3.568
N 3.582 1.370 -0.270
C 2.627 2.040 -0.789
N 2.958 3.243 -1.087
O 1.420 1.464 -1.178
H 3.183 0.462 0.045
H 4.468 1.755 0.069
H 2.194 3.721 -1.583
H 3.584 3.747 -0.480
C -2.137 1.745 -4.102
C -0.775 1.520 -3.473
O -0.927 2.001 -2.164
H -2.419 2.813 -4.164
H -2.809 1.245 -3.396
H -2.218 1.228 -5.067
H -0.008 2.185 -3.842
H -0.483 0.528 -3.596
H -0.167 1.677 -1.634
C 0.170 -3.318 2.867
C -0.711 -3.898 1.730
O -2.018 -3.444 1.835
H 1.071 -3.928 2.916
H -0.397 -3.476 3.809
H 0.352 -2.243 2.812
H -0.624 -4.998 1.700
H -0.382 -3.549 0.754
H -2.580 -3.703 1.126
C 3.108 -3.206 0.932
C 3.111 -1.773 1.479
O 2.896 -1.041 0.324
H 3.112 -3.921 1.734
H 3.880 -3.564 0.269
H 2.147 -3.463 0.467
H 4.037 -1.629 1.974
H 2.305 -1.640 2.274
H 1.921 -0.928 0.187
C -3.558 3.012 -0.647
O -3.394 1.674 -0.914
H -4.538 3.205 -0.231
H -3.435 3.581 -1.557
H -2.814 3.331 0.063
H -2.733 1.561 -1.572
C 0.080 3.376 0.736
O 1.072 4.013 1.561
H 0.168 2.345 0.887
H 0.272 3.563 -0.327
H -0.914 3.717 0.957
H 1.604 4.474 0.950
C 2.692 1.587 2.924
O 3.963 2.202 2.970
H 2.852 0.612 3.369
H 2.255 1.482 1.910
H 1.957 1.975 3.641
H 4.392 1.937 3.787
C 1.044 -2.220 -2.772
O 1.957 -2.471 -3.794
H 0.029 -2.610 -3.069
H 0.881 -1.200 -2.607
H 1.269 -2.648 -1.764
H 1.465 -2.569 -4.637
C -0.930 -0.638 -0.367
O 0.268 -1.034 0.249
H -0.801 -0.418 -1.411
H -1.488 0.170 0.093
H -1.613 -1.442 -0.337
H 0.462 -0.434 0.942
C -3.280 -2.141 -2.387
O -4.651 -2.226 -2.614
H -3.132 -1.062 -2.440
H -2.674 -2.569 -3.196
H -3.115 -2.642 -1.464
H -4.907 -1.490 -3.102